Entry 1:
C6H11N | the ωB97M-V functional and the def2-TZVPD basis

## Properties
Orbital gap (alpha / beta): 7.781 / 7.892 eV
2S+1: 1
HOMO level (alpha / beta): -0.24729 / -0.25412 Ha
Charge: 0
LUMO energy (alpha / beta): 1.1 / 1.0 eV
Relative energy (zero: lowest compared OMol25 entry of this formula, charge and spin): 448.83 kJ/mol

```
18
Properties=species:S:1:pos:R:3:lowdin_charge:R:1
C -1.99 0.46 -0.58 -0.116
C -1.38 -0.83 -0.09 -0.269
C 0.14 -0.88 -0.34 -0.196
C 0.94 -0.01 0.62 -0.401
C 2.42 0.07 0.24 -0.091
C 0.39 1.39 0.78 -0.090
N -0.67 1.83 0.39 0.144
H -1.60 2.07 0.05 0.078
H -1.90 0.61 -1.66 0.062
H -3.02 0.62 -0.24 0.059
H -1.57 -0.95 0.98 0.110
H -1.85 -1.70 -0.58 0.102
H 0.50 -1.91 -0.23 0.115
H 0.35 -0.58 -1.37 0.119
H 0.87 -0.44 1.63 0.140
H 2.86 -0.93 0.20 0.078
H 2.54 0.53 -0.75 0.081
H 2.98 0.67 0.96 0.075
```



Entry 2:
C21H24IrN2O3SSi | the ωB97M-V functional and the def2-TZVPD basis

## Properties
Orbital gap (alpha / beta): 7.317 / 6.407 eV
2S+1: 5
HOMO level (alpha / beta): -0.36552 / -0.43871 Ha
Charge: +1
LUMO energy (alpha / beta): -2.6 / -5.5 eV
Relative energy (zero: lowest compared OMol25 entry of this formula, charge and spin): 46.62 kJ/mol

```
53
Properties=species:S:1:pos:R:3:lowdin_charge:R:1
Ir -0.17 -0.18 0.14 1.277
O 1.88 -0.04 0.43 -0.283
N 2.45 1.09 0.18 -0.018
N 1.46 2.10 0.14 -0.151
O 0.16 1.77 0.12 -0.315
C 1.82 3.39 0.07 -0.176
C 0.83 4.40 -0.01 0.023
C 1.22 5.71 -0.04 -0.048
C 2.58 6.05 0.00 -0.030
C 3.55 5.06 0.06 -0.050
C 3.20 3.73 0.08 0.023
H -0.22 4.12 -0.05 0.110
H 0.47 6.49 -0.09 0.118
H 2.87 7.09 -0.01 0.116
H 4.60 5.33 0.08 0.118
H 3.93 2.94 0.12 0.112
C -2.73 1.83 1.27 -0.217
Si -2.52 0.37 0.09 0.415
C -3.77 -0.98 0.52 -0.223
C -2.81 0.89 -1.71 -0.216
H -3.76 2.19 1.21 0.037
H -2.07 2.65 0.99 0.004
H -2.52 1.56 2.31 0.033
H -4.74 -0.50 0.68 0.043
H -3.53 -1.54 1.42 0.018
H -3.90 -1.69 -0.31 0.008
H -3.88 1.09 -1.84 0.038
H -2.52 0.13 -2.43 0.019
H -2.27 1.81 -1.94 0.025
O -0.33 -2.20 0.12 -0.716
S -1.39 -3.29 0.33 1.091
C -0.41 -4.75 0.64 -0.369
C 0.96 -4.75 0.46 -0.057
C 1.67 -5.91 0.74 -0.050
C 1.01 -7.04 1.19 -0.053
C -0.37 -7.02 1.38 -0.056
C -1.09 -5.87 1.11 -0.077
C -1.95 -3.67 -1.33 -0.376
C -1.13 -3.40 -2.41 -0.060
C -1.59 -3.71 -3.68 -0.049
C -2.86 -4.26 -3.85 -0.052
C -3.67 -4.51 -2.75 -0.054
C -3.22 -4.21 -1.48 -0.087
H 1.46 -3.85 0.12 0.115
H 2.74 -5.92 0.60 0.116
H 1.57 -7.93 1.42 0.115
H -0.88 -7.90 1.74 0.116
H -2.16 -5.84 1.26 0.115
H -0.16 -2.95 -2.27 0.115
H -0.96 -3.53 -4.54 0.116
H -3.22 -4.50 -4.84 0.115
H -4.66 -4.92 -2.89 0.116
H -3.84 -4.40 -0.61 0.117
```



What is the 2S+1 in the second record?
5